1) {"formula": "C2H9NS", "method": "ωB97M-V/def2-TZVPD", "species": ["S", "H", "C", "N", "C", "H", "H", "H", "H", "H", "H", "H", "H"], "positions_angstrom": [[-0.946, 0.108, 4.029], [-1.420, 1.086, 4.788], [0.438, 0.797, -1.666], [0.215, 0.218, -0.307], [-0.070, -1.254, -0.305], [1.282, 1.496, -1.614], [0.915, 0.028, -2.286], [-0.462, 1.209, -2.104], [-0.536, 0.699, 0.202], [1.070, 0.366, 0.225], [-0.637, -1.453, -1.212], [-0.707, -1.486, 0.555], [0.857, -1.813, -0.304]], "homo_lumo_gap_ev": 4.9, "homo_ha": -0.203, "total_charge": 0}

=====

2) {"formula": "C2H9NS", "method": "ωB97M-V/def2-TZVPD", "species": ["C", "C", "N", "H", "H", "H", "H", "H", "H", "H", "S", "H", "H"], "positions_angstrom": [[-0.655, -1.712, 1.030], [0.682, -1.562, 0.335], [1.271, -0.231, 0.609], [-1.103, -2.665, 0.754], [-0.506, -1.711, 2.111], [-1.325, -0.904, 0.742], [1.400, -2.333, 0.619], [0.577, -1.590, -0.751], [2.267, -0.146, 0.416], [1.196, -0.025, 1.604], [-0.656, 1.743, -1.096], [-1.563, 2.082, -0.162], [0.123, 0.986, -0.215]], "homo_lumo_gap_ev": 9.9, "homo_ha": -0.328, "smiles": "CCN.S", "total_charge": 0}

=====

Quick one: most stable of them? 2)

=====

1) {"formula": "C2H9NS", "method": "ωB97M-V/def2-TZVPD", "species": ["C", "S", "C", "H", "H", "H", "H", "H", "H", "N", "H", "H", "H"], "positions_angstrom": [[0.922, -1.414, 0.494], [-0.756, -0.841, -0.241], [-0.727, -0.192, -1.984], [1.628, -0.635, 0.019], [0.967, -2.314, -0.120], [1.010, -1.628, 1.581], [-1.591, -0.613, -2.483], [-0.534, 0.846, -1.681], [0.239, -0.693, -2.365], [0.030, 2.039, 1.562], [-0.201, 1.072, 1.244], [-0.882, 2.509, 1.385], [-0.107, 1.862, 2.591]], "homo_lumo_gap_ev": 9.3, "homo_ha": -0.310, "smiles": "CSC.N", "total_charge": 0}

=====

2) {"formula": "C2H9NS", "method": "ωB97M-V/def2-TZVPD", "species": ["H", "H", "C", "C", "S", "H", "H", "H", "H", "N", "H", "H", "H"], "positions_angstrom": [[1.397, -1.947, 3.833], [1.153, -2.181, 3.154], [-0.628, -0.674, 1.084], [-1.489, 0.242, 0.314], [-0.374, -0.794, -0.723], [0.187, -0.424, 1.749], [-1.101, -1.546, 1.524], [-1.331, 1.305, 0.439], [-2.541, -0.010, 0.373], [1.912, 2.047, -0.755], [2.028, 2.278, 0.228], [2.855, 1.942, -1.123], [1.547, 1.100, -0.668]], "homo_lumo_gap_ev": 10.0, "homo_ha": -0.333, "smiles": "[H][H].C1CS1.N", "total_charge": 0}

=====

Quick one: most stable of them? 1)

=====

1) {"formula": "C2H9NS", "method": "ωB97M-V/def2-TZVPD", "species": ["C", "N", "C", "H", "H", "H", "H", "H", "H", "H", "S", "H", "H"], "positions_angstrom": [[1.048, 0.484, 0.475], [1.426, -0.871, 0.164], [0.322, -1.795, 0.265], [1.661, 1.300, 0.076], [0.027, 0.755, 0.164], [1.005, 0.629, 1.564], [1.957, -0.992, -0.686], [0.386, -2.316, 1.231], [0.339, -2.646, -0.408], [-0.673, -1.358, 0.273], [-2.826, 1.736, -1.145], [-2.126, 2.238, -0.120], [-2.546, 2.837, -1.853]], "homo_lumo_gap_ev": 9.4, "homo_ha": -0.313, "smiles": "CNC.S", "total_charge": 0}

=====

2) {"formula": "C2H9NS", "method": "ωB97M-V/def2-TZVPD", "species": ["C", "C", "N", "H", "H", "H", "H", "H", "H", "H", "S", "H", "H"], "positions_angstrom": [[-1.392, 0.754, -0.691], [-0.587, -0.432, -0.188], [0.438, -0.803, -1.161], [-2.095, 1.068, 0.080], [-0.725, 1.596, -0.870], [-1.852, 0.528, -1.647], [-0.118, -0.144, 0.747], [-1.308, -1.246, 0.007], [-0.009, -1.222, -1.972], [1.036, -1.530, -0.786], [2.569, 0.820, 2.569], [2.684, -0.348, 1.916], [1.359, 0.960, 1.996]], "homo_lumo_gap_ev": 10.4, "homo_ha": -0.349, "smiles": "CCN.S", "total_charge": 0}

=====

Quick one: most stable of them? 2)

=====

1) {"formula": "C2H10N2", "method": "ωB97M-V/def2-TZVPD", "species": ["C", "N", "H", "H", "H", "H", "H", "C", "N", "H", "H", "H", "H", "H"], "positions_angstrom": [[-2.187, 1.387, 0.260], [-1.098, 1.901, -0.614], [-3.026, 1.081, -0.360], [-1.829, 0.494, 0.769], [-2.503, 2.168, 0.936], [-1.199, 1.541, -1.555], [-0.225, 1.488, -0.297], [1.898, -1.453, -0.488], [1.520, -1.350, 0.925], [2.962, -1.591, -0.625], [1.203, -2.188, -0.875], [1.582, -0.528, -0.978], [1.942, -0.830, 1.677], [0.961, -2.121, 1.225]], "homo_lumo_gap_ev": 9.8, "homo_ha": -0.324, "smiles": "CN.CN", "total_charge": 0}

=====

2) {"formula": "C2H10N2", "method": "ωB97M-V/def2-TZVPD", "species": ["C", "N", "C", "H", "H", "H", "H", "H", "H", "H", "N", "H", "H", "H"], "positions_angstrom": [[0.004, 0.545, 2.174], [1.441, 0.486, 2.606], [2.202, 1.626, 2.264], [-0.241, 0.541, 1.132], [-0.564, 1.500, 2.397], [-0.777, -0.211, 2.367], [1.252, 0.734, 3.723], [3.232, 1.528, 2.638], [2.185, 1.681, 1.173], [1.759, 2.705, 2.444], [-2.681, -2.698, -5.476], [-3.317, -3.458, -5.677], [-1.730, -2.860, -5.441], [-2.765, -2.119, -6.322]], "homo_lumo_gap_ev": 10.5, "homo_ha": -0.343, "smiles": "CNC.N", "total_charge": 0}

=====

Quick one: most stable of them? 1)

=====

1) {"formula": "C2H10N2", "method": "ωB97M-V/def2-TZVPD", "species": ["C", "N", "H", "H", "H", "H", "H", "C", "N", "H", "H", "H", "H", "H"], "positions_angstrom": [[-2.596, 2.057, 1.025], [-2.047, 1.343, -0.166], [-2.253, 1.619, 1.946], [-3.687, 2.040, 1.062], [-2.311, 3.114, 0.989], [-2.841, 1.097, -0.762], [-1.656, 2.079, -0.747], [1.832, -1.892, -0.859], [2.978, -1.520, -0.050], [1.373, -1.022, -1.316], [1.007, -2.392, -0.337], [2.153, -2.513, -1.689], [2.711, -0.792, 0.605], [3.234, -2.284, 0.565]], "homo_lumo_gap_ev": 10.3, "homo_ha": -0.341, "smiles": "CN.CN", "total_charge": 0}

=====

2) {"formula": "C2H10N2", "method": "ωB97M-V/def2-TZVPD", "species": ["C", "N", "H", "H", "H", "H", "H", "C", "N", "H", "H", "H", "H", "H"], "positions_angstrom": [[-0.007, -4.029, -2.713], [1.313, -4.106, -2.032], [-0.172, -5.004, -3.148], [-0.782, -3.789, -1.992], [0.016, -3.236, -3.456], [1.236, -3.929, -1.044], [1.953, -3.444, -2.444], [-0.300, 3.708, 2.912], [-0.671, 4.405, 1.701], [-0.701, 2.697, 2.950], [0.778, 3.589, 2.886], [-0.477, 4.199, 3.859], [-0.882, 3.765, 0.943], [-1.303, 5.174, 1.578]], "homo_lumo_gap_ev": 10.1, "homo_ha": -0.324, "smiles": "CN.CN", "total_charge": 0}

=====

Quick one: most stable of them? 1)

=====

1) {"formula": "C6H15N3", "method": "ωB97M-V/def2-TZVPD", "species": ["C", "C", "N", "N", "N", "C", "C", "C", "C", "H", "H", "H", "H", "H", "H", "H", "H", "H", "H", "H", "H", "H", "H", "H"], "positions_angstrom": [[-2.273, -0.252, -1.915], [-1.191, -0.703, -1.272], [-0.457, -1.805, -1.685], [-0.599, -0.138, 0.277], [-1.438, 0.717, 0.933], [0.640, 0.392, -0.081], [0.672, 1.801, -0.639], [1.471, 0.367, 1.519], [1.704, -1.045, 2.000], [-2.715, -0.804, -2.736], [-2.711, 0.711, -1.708], [-0.923, -2.400, -2.361], [-0.034, -2.332, -0.935], [-2.231, 0.214, 1.312], [-1.757, 1.518, 0.390], [1.232, -0.322, -0.645], [-0.045, 1.917, -1.452], [0.426, 2.519, 0.143], [1.663, 2.025, -1.026], [0.858, 0.951, 2.201], [2.398, 0.899, 1.310], [0.757, -1.539, 2.210], [2.311, -1.060, 2.909], [2.241, -1.630, 1.251]], "homo_lumo_gap_ev": 9.4, "homo_ha": -0.306, "smiles": "C=C(N)N(N)[C@@H](C)CC", "total_charge": 0}

=====

2) {"formula": "C6H15N3", "method": "ωB97M-V/def2-TZVPD", "species": ["C", "C", "N", "C", "C", "H", "H", "H", "H", "H", "H", "H", "H", "H", "N", "N", "C", "C", "H", "H", "H", "H", "H", "H"], "positions_angstrom": [[-0.743, -1.273, -0.819], [-0.258, -1.235, 1.533], [0.009, -0.593, 0.242], [1.468, -0.451, -0.065], [2.211, -1.553, -0.063], [0.928, 1.200, -1.079], [0.055, -2.280, 1.511], [-0.563, -2.351, -0.781], [-1.813, -1.105, -0.701], [-0.396, -0.919, -1.787], [0.306, -0.722, 2.307], [-1.326, -1.198, 1.762], [1.879, -2.574, 0.161], [3.265, -1.458, -0.291], [-0.823, 1.810, -2.068], [-0.033, 1.593, 1.560], [-0.017, 1.788, -0.864], [-0.564, 1.104, 0.360], [-0.740, 0.956, -2.605], [-1.800, 2.009, -1.888], [-0.664, 1.960, 2.250], [0.989, 1.531, 1.549], [0.276, 2.811, -0.609], [-1.644, 0.953, 0.386]], "homo_lumo_gap_ev": 7.7, "homo_ha": -0.256, "total_charge": 0}

=====

3) {"formula": "C6H15N3", "method": "ωB97M-V/def2-TZVPD", "species": ["C", "C", "C", "N", "H", "H", "H", "H", "H", "H", "H", "C", "C", "N", "N", "C", "H", "H", "H", "H", "H", "H", "H", "H"], "positions_angstrom": [[0.377, 1.488, 1.416], [1.581, -0.812, 0.510], [-0.154, 0.085, 1.128], [-0.698, -0.639, 2.088], [-0.052, -0.788, 2.863], [0.742, 2.023, 0.542], [1.210, 1.426, 2.119], [-0.414, 2.081, 1.876], [1.611, -1.901, 0.485], [2.346, -0.358, -0.121], [1.943, -0.621, 1.522], [0.822, -0.019, -2.222], [-0.925, -0.072, -0.288], [-1.402, 1.220, -0.749], [-2.057, -0.985, -0.210], [0.199, -0.670, -1.036], [-2.112, 1.550, -0.103], [-1.880, 1.097, -1.637], [-1.714, -1.939, -0.121], [-2.499, -0.815, 0.695], [0.172, -1.754, -1.109], [0.800, 1.067, -2.155], [1.852, -0.353, -2.376], [0.253, -0.311, -3.115]], "homo_lumo_gap_ev": [8.5, 8.5], "homo_ha": [-0.299, -0.299], "total_charge": 0}

=====

Quick one: most stable of them? 1)

=====

1) {"formula": "C6H6N2", "method": "ωB97M-V/def2-TZVPD", "species": ["C", "C", "C", "C", "C", "N", "C", "N", "H", "H", "H", "H", "H", "H"], "positions_angstrom": [[0.104, -1.803, -1.137], [-0.598, -0.525, -0.726], [-1.715, -0.167, -1.533], [0.068, 0.253, 0.268], [-0.223, 1.613, 0.519], [-0.305, 2.777, 0.880], [1.148, -0.440, 1.172], [2.084, -0.852, 1.655], [0.144, -1.776, -2.152], [1.096, -2.066, -0.595], [-0.530, -2.781, -0.865], [-1.840, 1.022, -1.719], [-1.354, -0.833, -2.556], [-2.673, -0.629, -1.239]], "homo_lumo_gap_ev": 9.2, "homo_ha": -0.364, "smiles": "CC(C)=C(C#N)C#N", "total_charge": 0}

=====

2) {"formula": "C6H6N2", "method": "ωB97M-V/def2-TZVPD", "species": ["C", "C", "C", "C", "C", "C", "N", "N", "H", "H", "H", "H", "H", "H"], "positions_angstrom": [[-2.473, 0.597, -0.054], [-1.490, 0.213, 0.561], [-0.384, -0.454, 1.309], [1.005, -0.022, 0.820], [1.174, 0.583, -0.557], [0.597, -0.466, -1.397], [0.073, -1.462, -0.778], [0.445, -1.389, 0.605], [-3.390, 1.038, -0.439], [-0.632, -0.642, 2.344], [1.839, 0.038, 1.496], [0.616, 1.586, -0.615], [2.172, 0.854, -0.838], [0.450, -0.475, -2.455]], "homo_lumo_gap_ev": 9.9, "homo_ha": -0.330, "smiles": "C#C[C@@H]1[C@@H]2CC=NN12", "total_charge": 0}

=====

Quick one: most stable of them? 1)

=====

1) {"formula": "C6H6N2", "method": "ωB97M-V/def2-TZVPD", "species": ["C", "C", "N", "C", "C", "N", "C", "C", "H", "H", "H", "H", "H", "H"], "positions_angstrom": [[-2.126, 0.642, -0.120], [-2.178, -0.720, 0.021], [-1.007, -1.467, 0.183], [0.118, -0.702, -0.119], [0.121, 0.677, -0.070], [-0.915, 1.382, 0.038], [1.702, 0.752, 0.165], [1.739, -0.884, -0.148], [-2.895, 1.363, -0.079], [-3.163, -1.008, 0.054], [2.204, 1.105, 1.091], [2.149, 1.411, -0.798], [2.121, -1.204, 0.807], [2.131, -1.346, -1.024]], "homo_lumo_gap_ev": 9.6, "homo_ha": -0.347, "smiles": "c1cnc2c(n1)CC2", "total_charge": 0}

=====

2) {"formula": "C6H6N2", "method": "ωB97M-V/def2-TZVPD", "species": ["C", "C", "C", "C", "C", "N", "N", "C", "H", "H", "H", "H", "H", "H"], "positions_angstrom": [[-0.969, 1.256, 1.245], [-0.931, -0.192, 1.265], [-0.199, -0.664, 0.108], [0.264, -1.803, -0.587], [0.963, -1.280, -1.512], [0.923, 0.146, -1.486], [0.192, 0.362, -0.506], [0.076, 1.580, 0.226], [-0.956, 1.839, 2.212], [-1.394, -0.879, 1.890], [-0.082, -2.905, -0.416], [1.265, -1.688, -2.709], [-0.225, 2.462, -0.578], [1.072, 1.766, 0.847]], "homo_lumo_gap_ev": 8.4, "homo_ha": -0.298, "smiles": "C1=Cc2ccnn2C1", "total_charge": 0}

=====

3) {"formula": "C6H6N2", "method": "ωB97M-V/def2-TZVPD", "species": ["C", "N", "C", "N", "C", "C", "C", "C", "H", "H", "H", "H", "H", "H"], "positions_angstrom": [[-2.358, -0.336, -0.004], [-1.669, -1.499, 0.103], [-0.411, -1.036, -0.034], [0.728, -1.560, -0.054], [1.900, -0.626, -0.039], [1.203, 0.811, 0.167], [-0.265, 0.438, -0.069], [-1.559, 0.898, -0.068], [-3.426, -0.289, 0.055], [2.417, -0.546, -1.057], [2.479, -1.023, 0.819], [1.404, 1.400, 1.021], [1.725, 1.498, -0.702], [-2.169, 1.870, -0.138]], "homo_lumo_gap_ev": 8.9, "homo_ha": -0.350, "smiles": "C1=NC2=NCCC2=C1", "total_charge": 0}

=====

4) {"formula": "C6H6N2", "method": "ωB97M-V/def2-TZVPD", "species": ["C", "C", "C", "C", "C", "C", "H", "H", "H", "H", "H", "H", "N", "N"], "positions_angstrom": [[-0.184, 0.940, -1.386], [0.274, 0.645, 0.014], [0.160, -0.671, 0.533], [0.010, -1.754, -0.386], [-0.564, -3.019, -0.577], [0.431, -0.628, 1.788], [0.380, 2.163, -1.792], [-1.557, 1.028, -1.265], [0.400, -0.073, -2.019], [0.601, 1.496, 1.857], [0.012, 2.610, 0.581], [-0.753, -3.869, -1.141], [0.461, 1.735, 0.900], [0.328, -0.603, 2.892]], "homo_lumo_gap_ev": 8.1, "homo_ha": -0.301, "total_charge": 0}

=====

Quick one: most stable of them? 3)